Version a
The following is a quantum chemistry calculation of an isolated molecule of C3H4INO, from OMol25.

```
! RIJCOSX wB97M-V def2-TZVPD def2/J DEFGRID3
* xyz 0 1
C 0.253 -1.434 0.866
C -0.282 -0.053 -0.956
C 0.137 1.182 0.127
N -0.216 -1.188 -0.208
O 0.967 0.754 1.001
I 0.105 -2.737 2.339
H -1.227 0.131 -1.342
H 0.319 -0.292 -1.789
H 0.724 1.867 -0.490
H -0.780 1.770 0.453
*
```

## Properties
Molecular weight in g mol⁻¹: 196.97
Frontier orbital gap (spin up / spin down) in hartree: 0.281 / 0.281
LUMO level (spin up / spin down) in eV: -0.7323 / -0.7320

=====

Version b
The following is a quantum chemistry calculation of a cluster of 2 separate species, C3H4INO in total, from OMol25.

```
! RIJCOSX wB97M-V def2-TZVPD def2/J DEFGRID3
* xyz 0 1
C -0.674 1.558 -1.074
C -1.117 0.339 -1.121
C 0.781 -0.696 0.819
N 1.592 -1.595 0.846
O -0.205 2.621 -0.916
I 0.213 0.469 2.617
H -2.181 0.127 -1.000
H -0.721 -0.513 -1.786
H 0.201 -0.325 0.001
H 2.110 -1.985 1.614
*
```

## Properties
SMILES: [H]/N=C\I.C=C=O
Molecular weight in g mol⁻¹: 196.97
Frontier orbital gap in hartree: 0.354
LUMO level in eV: 0.5023

=====

Which of them is the least stable? Correct choice: version a.

=====

Version a
The following is a quantum chemistry calculation of a cluster of 2 separate species, C3H8O2S2 in total, from OMol25.

```
! RIJCOSX wB97M-V def2-TZVPD def2/J DEFGRID3
* xyz 0 1
C -0.037 -1.040 0.144
C 0.720 -2.297 0.496
O 1.394 -2.836 -0.329
C -1.015 -0.679 1.255
S -2.229 0.575 0.790
S -0.943 2.292 0.912
H 0.594 -0.267 -0.302
H -0.644 -1.292 -0.741
H 0.697 -2.720 1.529
H -1.584 -1.614 1.500
H -0.431 -0.360 2.160
H -1.667 3.286 0.472
H 1.264 1.937 -2.115
H 2.162 2.339 -3.256
O 1.718 2.676 -2.515
*
```

## Properties
SMILES: O=CCCSS.O
Molecular weight in g mol⁻¹: 140.23
Frontier orbital gap in hartree: 0.319
LUMO level in eV: 0.0724

=====

Version b
The following is a quantum chemistry calculation of a cluster of 2 separate species, C3H8O2S2 in total, from OMol25.

```
! RIJCOSX wB97M-V def2-TZVPD def2/J DEFGRID3
* xyz 0 1
C -0.142 -1.031 -1.019
C 0.612 -2.352 -0.837
O 1.851 -2.436 -1.060
C -1.143 -0.745 0.181
S -1.922 0.933 0.137
S -0.329 1.851 1.121
H 0.424 -0.145 -1.200
H -0.903 -1.210 -1.841
H 0.039 -3.285 -0.295
H -2.032 -1.561 -0.031
H -0.726 -0.824 1.166
H -1.015 2.915 1.458
H 2.841 -0.566 -0.138
H 3.567 0.713 0.534
O 2.881 0.459 -0.155
*
```

## Properties
SMILES: O=CCCSS.O
Molecular weight in g mol⁻¹: 140.23
Frontier orbital gap in hartree: 0.318
LUMO level in eV: 0.2598

=====

Which of them is the least stable? Correct choice: version b.

=====

Version a
The following is a quantum chemistry calculation of a cluster of 2 separate species, C3H6ClN2 in total, from OMol25.

```
! RIJCOSX wB97M-V def2-TZVPD def2/J DEFGRID3
* xyz 1 1
C -1.504 0.659 -0.042
C -3.070 0.399 -0.022
C -4.406 0.704 0.301
N -0.377 0.589 -0.032
N 1.963 -0.669 0.026
Cl -5.677 -0.308 0.007
H -2.876 -0.617 -0.222
H -4.607 1.580 0.910
H 0.927 -0.244 -0.136
H 2.364 -0.526 -0.905
H 1.762 -1.691 0.218
H 2.328 -0.128 0.863
*
```

## Properties
Molecular weight in g mol⁻¹: 105.55
Frontier orbital gap in hartree: 0.357
LUMO level in eV: -3.6641

=====

Version b
The following is a quantum chemistry calculation of the ion C3H6ClN2 with charge +1, from OMol25.

```
! RIJCOSX wB97M-V def2-TZVPD def2/J DEFGRID3
* xyz 1 1
C -0.695 -1.089 0.423
C 0.706 0.847 0.479
C 0.445 0.796 -0.979
N -0.061 -0.246 1.242
N -0.719 -0.899 -0.849
Cl -1.507 -1.560 -2.128
H -1.422 -1.881 0.953
H 1.709 0.634 0.679
H 0.474 1.842 0.857
H -0.167 1.388 -1.573
H 1.351 0.428 -1.424
H -0.113 -0.262 2.320
*
```

## Properties
Molecular weight in g mol⁻¹: 105.55
Frontier orbital gap in hartree: 0.336
LUMO level in eV: -5.1277

=====

Which of them is the least stable? Correct choice: version b.

=====

Version a
The following is a quantum chemistry calculation of an isolated molecule of C4H7ClN2S, from OMol25.

```
! RIJCOSX wB97M-V def2-TZVPD def2/J DEFGRID3
* xyz 0 1
C 1.145 0.057 -0.575
C 2.146 2.276 -0.509
C -0.880 -1.279 0.169
C -0.098 0.006 0.276
N 2.307 -0.396 -0.176
N 3.460 0.021 -0.026
S 3.672 1.731 0.056
Cl 2.160 3.175 -2.054
H 1.070 -0.033 -1.552
H 1.765 2.851 0.264
H -1.055 -1.708 -0.834
H -1.998 -1.187 0.570
H -0.502 -2.145 0.748
H 0.179 0.265 1.304
H -0.622 0.943 -0.241
*
```

## Properties
Molecular weight in g mol⁻¹: 150.63
Frontier orbital gap in hartree: 0.308
LUMO level in eV: -0.1170

=====

Version b
The following is a quantum chemistry calculation of an isolated molecule of C4H7ClN2S, from OMol25.

```
! RIJCOSX wB97M-V def2-TZVPD def2/J DEFGRID3
* xyz 0 1
C 1.380 -1.298 0.006
C -0.062 0.729 0.017
C -1.218 1.445 -0.010
C -2.662 1.033 0.028
H 4.426 0.291 0.081
H 1.158 -2.329 0.055
H -0.695 -1.130 0.091
H 0.821 1.328 0.200
H -1.123 2.519 -0.108
H -3.239 1.363 0.903
H -3.223 1.492 -0.858
N 2.633 -1.040 0.005
N 0.157 -0.574 -0.051
S 3.082 0.595 -0.011
Cl -3.035 -0.777 -0.007
*
```

## Properties
SMILES: S/N=C\N/C=C\CCl
Molecular weight in g mol⁻¹: 150.63
Frontier orbital gap in hartree: 0.321
LUMO level in eV: 0.7163

=====

Which of them is the least stable? Correct choice: version a.

=====

Version a
The following is a quantum chemistry calculation of the ion C10H12N5 with charge +1, from OMol25.

```
! RIJCOSX wB97M-V def2-TZVPD def2/J DEFGRID3
* xyz 1 1
C 4.154 -0.796 -0.007
C 3.326 -1.632 0.819
C 3.500 0.139 -0.725
C 1.457 -0.637 -0.020
C -2.055 0.424 0.167
C -0.675 0.417 0.486
C -2.710 -0.740 -0.246
C -0.648 -1.762 -0.534
C 0.068 1.456 1.147
C -4.112 -0.914 -0.452
N 2.056 -1.545 0.721
N -1.961 -1.835 -0.619
N 2.154 0.270 -0.776
N 1.531 1.090 -1.515
N 0.041 -0.624 -0.053
H 5.209 -0.738 0.156
H 3.638 -2.419 1.469
H 3.905 0.752 -1.430
H -2.651 1.195 0.599
H 0.024 -2.510 -1.029
H 0.842 1.082 1.855
H -0.641 2.242 1.623
H 0.687 2.001 0.478
H -4.470 -0.525 -1.452
H -4.839 -0.535 0.215
H -4.133 -1.955 -0.427
H 2.175 1.706 -2.042
*
```

## Properties
Molecular weight in g mol⁻¹: 202.24
Frontier orbital gap (spin up / spin down) in hartree: 0.273 / 0.273
LUMO level (spin up / spin down) in eV: -4.3821 / -4.3824

=====

Version b
The following is a quantum chemistry calculation of the ion C10H12N5 with charge +1, from OMol25.

```
! RIJCOSX wB97M-V def2-TZVPD def2/J DEFGRID3
* xyz 1 1
C -1.246 -0.021 2.695
C -1.107 1.022 1.877
C 2.102 1.363 -0.557
C 1.260 2.367 -0.337
C -0.757 -1.380 2.393
C -0.183 1.124 0.786
C -0.414 -1.400 0.970
C 1.855 0.017 0.177
C -0.390 -1.840 -1.227
C 0.388 -0.160 0.161
N 0.170 2.300 0.454
N -0.744 -2.206 0.063
N -0.805 -2.342 3.206
N -0.057 -0.378 -1.241
N -1.301 0.294 -1.639
H -1.821 0.064 3.668
H -1.706 1.931 2.201
H 2.922 1.562 -1.072
H 1.494 3.244 -0.758
H 2.387 -0.685 -0.297
H 2.280 0.183 1.320
H 0.442 -2.253 -1.638
H -1.122 -1.914 -1.913
H -0.554 -3.256 2.841
H -2.047 -0.231 -1.319
H -1.204 0.326 -2.588
H -1.327 1.119 -1.182
*
```

## Properties
SMILES: [H]/N=C1/C=CC2=NC=CC[C@@]23C1=NCN3[NH3+]
Molecular weight in g mol⁻¹: 202.24
Frontier orbital gap (spin up / spin down) in hartree: 0.295 / 0.295
LUMO level (spin up / spin down) in eV: -4.3744 / -4.3742

=====

Which of them is the least stable? Correct choice: version b.

=====

Version a
The following is a quantum chemistry calculation of an isolated molecule of C5H10, from OMol25.

```
! RIJCOSX wB97M-V def2-TZVPD def2/J DEFGRID3
* xyz 0 1
C 1.918 0.353 -0.012
C 0.739 -0.651 -0.064
C -0.455 -0.097 0.550
C -1.199 0.904 -0.122
C -1.725 -0.494 -0.141
H 2.781 -0.262 -0.392
H 2.123 0.722 0.999
H 1.690 1.187 -0.664
H 0.577 -1.011 -1.120
H 1.205 -1.606 0.398
H -0.487 -0.200 1.669
H -0.959 1.331 -1.130
H -1.802 1.597 0.524
H -2.632 -0.644 0.528
H -1.772 -1.129 -1.023
*
```

## Properties
SMILES: CCC1CC1
Molecular weight in g mol⁻¹: 70.13
Frontier orbital gap in hartree: 0.406
LUMO level in eV: 1.2819

=====

Version b
The following is a quantum chemistry calculation of a cluster of 2 separate species, C5H10 in total, from OMol25.

```
! RIJCOSX wB97M-V def2-TZVPD def2/J DEFGRID3
* xyz 0 1
C 2.752 0.583 -0.160
C 2.470 1.456 0.811
H 3.803 0.329 -0.169
H 1.949 0.115 -0.706
H 3.208 1.719 1.558
H 1.456 1.768 1.039
C -1.346 -1.704 -0.509
C -1.359 -0.242 -0.243
C -2.450 0.447 0.109
H -2.376 -2.073 -0.399
H -1.190 -1.856 -1.582
H -0.715 -2.349 0.097
H -0.434 0.328 -0.274
H -2.409 1.523 0.004
H -3.357 -0.045 0.425
*
```

## Properties
SMILES: C=CC.C=C
Molecular weight in g mol⁻¹: 70.13
Frontier orbital gap in hartree: 0.393
LUMO level in eV: 1.1654

=====

Which of them is the least stable? Correct choice: version b.